(one)
DFT (ωB97M-V/def2-TZVPD) results for a 2-piece molecular cluster, C2H2NO4 overall.

XYZ file:
```
9
Properties=species:S:1:pos:R:3
C 2.85 -1.54 0.48
C -0.14 -0.17 -0.28
N 0.82 -0.37 -1.08
O 3.30 -2.62 0.44
O 2.86 -0.43 0.85
O 1.16 0.43 -1.96
O 1.49 -1.49 -0.92
H -0.61 0.84 -0.34
H -0.37 -0.91 0.53
```

## Properties
- Charge: -1
- Molecular weight: 104.041 g mol⁻¹
- Highest occupied orbital energy: -3.93 eV

Atomic partial charges in e from the natural (NBO) method, atoms 1 to 6: number 1, C, carries 1.04; number 2, C, carries -0.35; number 3, N, carries 0.39; number 4, O, carries -0.62; number 5, O, carries -0.62; number 6, O, carries -0.57

---

(two)
DFT (ωB97M-V/def2-TZVPD) results for a 2-piece molecular cluster, C2H2NO4 overall.

XYZ file:
```
9
Properties=species:S:1:pos:R:3
C -0.67 1.89 -1.06
C 0.82 -0.80 1.28
N -0.88 0.85 -1.68
O 0.00 -1.22 0.10
O -0.66 2.99 -0.74
O 1.45 -1.80 1.60
O 0.77 0.38 1.56
H -0.75 -0.10 -1.23
H -0.08 -2.20 0.17
```

## Properties
- Charge: -1
- Molecular weight: 104.041 g mol⁻¹
- Highest occupied orbital energy: -4.80 eV

Atomic partial charges in e from the natural (NBO) method, atoms 1 to 6: number 1, C, carries 0.87; number 2, C, carries 0.97; number 3, N, carries -0.83; number 4, O, carries -0.87; number 5, O, carries -0.54; number 6, O, carries -0.79

---

Tell me which of them is the most stable. Sure, it is (two).

---

(one)
DFT (ωB97M-V/def2-TZVPD) results for a 3-piece molecular cluster, C5H15NO2 overall.

XYZ file:
```
23
Properties=species:S:1:pos:R:3
C 1.39 0.13 2.16
C 0.49 -0.25 1.00
C -0.07 0.91 0.21
C 0.94 1.68 -0.56
C 1.08 1.64 -1.96
N -0.59 -1.13 1.47
H 1.52 -0.73 2.81
H 2.27 0.72 1.90
H 0.85 0.89 2.78
H 1.12 -0.88 0.34
H -0.61 1.60 0.89
H -0.87 0.49 -0.42
H 1.74 2.09 0.04
H 1.85 2.18 -2.51
H 0.45 1.06 -2.63
H -0.33 -1.64 2.31
H -1.44 -0.60 1.70
H -1.25 0.30 -2.65
H -1.99 -0.92 -2.14
O -2.07 -0.20 -2.78
H -0.98 -2.96 -0.91
H -1.69 -1.90 -0.13
O -1.82 -2.48 -0.90
```

## Properties
- 2S+1: 2
- Charge: -1
- Molecular weight: 121.180 g mol⁻¹
- Expectation value of S²: 0.75
- Highest occupied orbital energy (alpha / beta): 1.09 / -4.30 eV

Atomic partial charges in e from the natural (NBO) method, atoms 1 to 6: number 1, C, carries -0.73; number 2, C, carries -0.08; number 3, C, carries -0.51; number 4, C, carries -0.35; number 5, C, carries -0.64; number 6, N, carries -0.91

---

(two)
DFT (ωB97M-V/def2-TZVPD) results for a 3-piece molecular cluster, C5H15NO2 overall.

XYZ file:
```
23
Properties=species:S:1:pos:R:3
C -0.96 1.68 -0.43
C -0.23 2.04 0.90
C -0.04 0.83 2.00
C 0.05 -0.53 1.37
C 1.26 -0.78 0.81
N 1.53 -1.99 0.15
H -1.02 0.56 -0.46
H -0.20 1.83 -1.21
H -1.88 2.20 -0.55
H 0.81 2.26 0.69
H -0.76 2.88 1.39
H 0.78 1.11 2.64
H -0.87 1.02 2.67
H -0.68 -1.29 1.49
H 2.01 -0.08 0.49
H 1.08 -2.88 0.37
H 2.39 -2.11 -0.40
H 0.78 -0.30 -2.56
H 1.82 -1.36 -2.55
O 1.29 -0.85 -3.18
H -2.70 -1.24 -1.89
H -2.05 -1.17 -0.55
O -2.38 -1.83 -1.18
```

## Properties
- 2S+1: 2
- Charge: -1
- Molecular weight: 121.180 g mol⁻¹
- Expectation value of S²: 0.75
- Highest occupied orbital energy (alpha / beta): 0.94 / -4.34 eV

Atomic partial charges in e from the natural (NBO) method, atoms 1 to 6: number 1, C, carries -0.69; number 2, C, carries -0.41; number 3, C, carries -0.42; number 4, C, carries -0.41; number 5, C, carries -0.19; number 6, N, carries -0.96

---

Tell me which of them is the most stable. Sure, it is (one).

---

(one)
DFT (ωB97M-V/def2-TZVPD) results for a 2-piece molecular cluster, C5H15NO2 overall.

XYZ file:
```
23
Properties=species:S:1:pos:R:3
C 1.35 1.29 -1.05
N 0.11 0.92 -0.41
C 0.38 -2.62 0.82
C 0.19 -1.02 1.01
C -0.41 -0.48 -0.27
C -1.92 -0.63 -0.38
O -2.44 -0.82 -1.78
H 1.28 2.14 -1.78
H 1.81 0.57 -1.69
H 2.03 1.75 -0.22
H 0.03 1.43 0.57
H 0.94 -2.82 -0.03
H 0.68 -3.05 1.77
H -0.63 -3.09 0.73
H -0.42 -0.59 1.88
H 1.20 -0.64 1.14
H 0.10 -1.00 -1.17
H -2.41 0.19 0.09
H -2.18 -1.67 0.08
H -2.97 -0.11 -2.15
H 0.36 3.23 0.59
H 1.91 3.67 0.88
O 1.02 3.35 1.36
```

## Properties
- 2S+1: 2
- Charge: -1
- Molecular weight: 121.180 g mol⁻¹
- Expectation value of S²: 0.75
- Highest occupied orbital energy (alpha / beta): 1.00 / -4.67 eV

Atomic partial charges in e from the natural (NBO) method, atoms 1 to 6: number 1, C, carries -0.71; number 2, N, carries -0.70; number 3, C, carries -0.61; number 4, C, carries -0.42; number 5, C, carries -0.08; number 6, C, carries -0.07

---

(two)
DFT (ωB97M-V/def2-TZVPD) results for C5H15NO2 as an isolated structure.

XYZ file:
```
23
Properties=species:S:1:pos:R:3
C -0.42 1.57 -1.86
C 0.31 0.22 -1.87
C 0.18 -0.40 -0.51
N 0.86 -1.75 -0.56
C 0.84 -2.46 0.67
C 1.41 -1.70 2.02
H -1.47 1.39 -1.78
H -0.26 1.96 -2.86
H -0.01 2.19 -1.08
H -0.18 -0.49 -2.56
H -0.89 -0.69 -0.46
H 0.17 0.42 0.20
H -0.23 -2.85 0.92
H 1.54 -3.31 0.61
H 0.70 -1.03 2.56
H 1.75 -2.48 2.72
H 2.30 -1.15 1.70
H -0.78 3.31 1.59
H 1.28 0.40 -2.33
O -0.43 2.57 1.05
H -1.37 1.94 0.91
H -3.10 1.32 0.32
O -2.22 1.01 0.60
```

## Properties
- 2S+1: 2
- Charge: -1
- Molecular weight: 121.180 g mol⁻¹
- Expectation value of S²: 0.75
- Highest occupied orbital energy (alpha / beta): -4.10 / -4.11 eV

Atomic partial charges in e from the natural (NBO) method, atoms 1 to 6: number 1, C, carries -0.62; number 2, C, carries -0.38; number 3, C, carries -0.36; number 4, N, carries -0.25; number 5, C, carries -0.27; number 6, C, carries -0.63

---

Tell me which of them is the most stable. Sure, it is (two).

---

(one)
DFT (ωB97M-V/def2-TZVPD) results for a single C12H14O molecule.

XYZ file:
```
27
Properties=species:S:1:pos:R:3
C 1.32 3.37 0.32
C 1.36 2.04 0.48
C 0.79 1.09 -0.52
O 1.57 -0.14 -0.59
C 1.39 -1.39 0.24
C 2.51 -2.14 -0.28
C 0.05 -2.17 0.23
C -0.96 -0.94 -0.03
C -2.32 -1.14 0.18
C -3.29 -0.24 0.14
C -3.01 1.02 -0.26
C -1.64 1.38 -0.29
C -0.59 0.49 -0.24
H 1.94 3.92 1.02
H 0.62 3.79 -0.43
H 1.95 1.61 1.30
H 0.80 1.61 -1.55
H 1.54 -1.20 1.27
H 2.54 -3.14 0.16
H 3.35 -1.46 -0.16
H 2.51 -2.27 -1.36
H -0.03 -2.85 -0.63
H -0.22 -2.72 1.18
H -2.67 -2.18 0.32
H -4.36 -0.53 0.27
H -3.79 1.75 -0.10
H -1.34 2.44 -0.68
```

## Properties
- Charge: 0
- Molecular weight: 174.243 g mol⁻¹
- Highest occupied orbital energy: -9.01 eV

Atomic partial charges in e from the natural (NBO) method, atoms 1 to 6: number 1, C, carries -0.40; number 2, C, carries -0.19; number 3, C, carries 0.05; number 4, O, carries -0.57; number 5, C, carries 0.11; number 6, C, carries -0.62

---

(two)
DFT (ωB97M-V/def2-TZVPD) results for a single C12H14O molecule.

XYZ file:
```
27
Properties=species:S:1:pos:R:3
C 1.27 -0.72 -2.25
C 1.15 0.60 -1.54
C 0.97 1.78 -2.52
C -0.06 0.44 -0.49
C 0.00 -0.09 0.83
C 1.22 -0.79 1.18
C 1.31 -1.49 2.31
C 0.10 -1.56 3.09
C -1.09 -0.95 2.83
C -1.24 -0.23 1.58
C -2.37 0.30 1.12
C -2.35 1.11 -0.11
O -1.31 0.73 -1.01
H 1.23 -1.63 -1.66
H 2.30 -0.87 -2.64
H 0.46 -0.93 -2.98
H 2.05 0.68 -0.80
H -0.09 1.68 -3.00
H 1.75 1.76 -3.16
H 0.77 2.77 -2.02
H 2.12 -0.55 0.47
H 2.17 -1.98 2.58
H 0.21 -2.28 3.84
H -1.97 -1.12 3.46
H -3.30 0.04 1.59
H -3.21 1.14 -0.77
H -2.10 2.16 0.07
```

## Properties
- Charge: 0
- Molecular weight: 174.243 g mol⁻¹
- Highest occupied orbital energy (alpha / beta): -6.87 / -6.87 eV

Atomic partial charges in e from the natural (NBO) method, atoms 1 to 6: number 1, C, carries -0.63; number 2, C, carries -0.27; number 3, C, carries -0.61; number 4, C, carries 0.49; number 5, C, carries -0.24; number 6, C, carries -0.12

---

Tell me which of them is the most stable. Sure, it is (two).

---

(one)
DFT (ωB97M-V/def2-TZVPD) results for a 4-piece molecular cluster, C4H18NO3 overall.

XYZ file:
```
26
Properties=species:S:1:pos:R:3
C 0.48 0.25 -0.27
C -0.82 1.00 0.27
C -2.02 -0.06 0.53
C -0.50 1.82 1.57
N 1.28 1.25 -1.14
H 1.15 0.21 0.59
H 0.31 -0.64 -0.83
H -1.17 1.61 -0.62
H -2.59 0.05 -0.35
H -1.69 -1.03 0.75
H -2.51 0.31 1.46
H -0.24 1.17 2.37
H -1.40 2.46 1.82
H 0.15 2.70 1.31
H 0.54 1.84 -1.63
H 1.84 2.03 -0.65
H 1.83 0.66 -1.86
H 0.43 -2.77 1.25
H 2.03 -2.70 1.23
O 1.24 -2.35 0.88
H 3.97 0.68 -2.98
H 2.81 0.61 -4.07
O 3.02 0.45 -3.14
H -2.64 -3.94 1.04
H -3.12 -2.50 1.18
O -2.37 -3.11 1.28
```

## Properties
- Charge: +1
- Molecular weight: 128.192 g mol⁻¹
- Highest occupied orbital energy: -14.36 eV

Atomic partial charges in e from the natural (NBO) method, atoms 1 to 6: number 1, C, carries -0.21; number 2, C, carries -0.21; number 3, C, carries -0.62; number 4, C, carries -0.64; number 5, N, carries -0.74; number 6, H, carries 0.23

---

(two)
DFT (ωB97M-V/def2-TZVPD) results for a 4-piece molecular cluster, C4H18NO3 overall.

XYZ file:
```
26
Properties=species:S:1:pos:R:3
C 0.71 -0.39 -0.02
C 0.81 0.17 1.36
C 0.80 1.69 1.57
C -0.59 2.34 1.44
N -0.70 -0.22 -0.55
H 1.50 0.01 -0.70
H 0.95 -1.47 0.16
H -0.03 -0.32 2.00
H 1.82 -0.17 1.92
H 1.14 1.91 2.65
H 1.62 2.15 0.87
H -0.95 2.55 0.33
H -0.83 3.27 1.93
H -1.34 1.67 2.03
H -1.19 0.53 -0.11
H -1.14 -1.14 -0.33
H -0.67 -0.13 -1.54
H -1.83 0.12 -3.85
H -0.49 0.88 -3.84
O -1.14 0.49 -3.31
H 4.18 -0.88 -0.43
H 3.38 -2.17 -0.52
O 3.40 -1.30 -0.18
H -3.54 -1.66 0.99
H -2.75 -3.00 0.70
O -2.93 -2.12 0.43
```

## Properties
- Charge: +1
- Molecular weight: 128.192 g mol⁻¹
- Highest occupied orbital energy: -14.69 eV

Atomic partial charges in e from the natural (NBO) method, atoms 1 to 6: number 1, C, carries -0.26; number 2, C, carries -0.44; number 3, C, carries -0.43; number 4, C, carries -0.65; number 5, N, carries -0.70; number 6, H, carries 0.25

---

Tell me which of them is the most stable. Sure, it is (two).

---

(one)
DFT (ωB97M-V/def2-TZVPD) results for a 2-piece molecular cluster, C2H5O2 overall.

XYZ file:
```
9
Properties=species:S:1:pos:R:3
O 2.15 -1.24 -0.82
H 2.83 -1.36 -0.18
C -0.61 -0.32 -0.66
C -0.44 0.43 0.49
O -1.46 1.17 0.95
H 0.01 -1.14 -0.88
H -1.40 -0.11 -1.38
H 0.54 0.50 0.97
H -1.18 2.03 1.44
```

## Properties
- Charge: -1
- Molecular weight: 61.060 g mol⁻¹
- Highest occupied orbital energy: -2.16 eV

Atomic partial charges in e from the natural (NBO) method, atoms 1 to 6: number 1, O, carries -1.37; number 2, H, carries 0.39; number 3, C, carries -0.47; number 4, C, carries 0.09; number 5, O, carries -0.71; number 6, H, carries 0.27

---

(two)
DFT (ωB97M-V/def2-TZVPD) results for a 2-piece molecular cluster, C2H5O2 overall.

XYZ file:
```
9
Properties=species:S:1:pos:R:3
O 2.88 1.48 1.70
H 2.74 0.67 1.96
C -1.24 -0.06 -0.45
C -1.96 -0.93 -1.29
O -3.12 -1.33 -1.09
H -0.21 0.34 -0.57
H -1.65 -0.24 0.52
H -1.23 -1.27 -2.11
H 3.78 1.34 1.33
```

## Properties
- Charge: -1
- Molecular weight: 61.060 g mol⁻¹
- Highest occupied orbital energy: -1.69 eV

Atomic partial charges in e from the natural (NBO) method, atoms 1 to 6: number 1, O, carries -0.90; number 2, H, carries 0.45; number 3, C, carries -0.85; number 4, C, carries 0.27; number 5, O, carries -0.78; number 6, H, carries 0.16

---

(three)
DFT (ωB97M-V/def2-TZVPD) results for a 2-piece molecular cluster, C2H5O2 overall.

XYZ file:
```
9
Properties=species:S:1:pos:R:3
H -2.07 0.40 1.57
H -2.80 0.27 1.75
O 0.34 0.83 1.07
O 2.36 0.42 0.10
C 1.10 0.34 0.19
C 0.40 -0.43 -0.96
H 0.15 0.28 -1.76
H 1.05 -1.22 -1.37
H -0.54 -0.90 -0.61
```

## Properties
- Charge: -1
- Molecular weight: 61.060 g mol⁻¹
- Highest occupied orbital energy: -3.83 eV

Atomic partial charges in e from the natural (NBO) method, atoms 1 to 6: number 1, H, carries 0.08; number 2, H, carries -0.09; number 3, O, carries -0.80; number 4, O, carries -0.79; number 5, C, carries 0.76; number 6, C, carries -0.74

---

Tell me which of them is the most stable. Sure, it is (three).